No. 1
C26H34CaN3O5S5 as an isolated structure at a distorted geometry, computed with ωB97M-V/def2-TZVPD.

Output
- Charge: +1
- Highest occupied orbital energy: -11.953 eV
- M: 668.99 Da

```
74
Properties=species:S:1:pos:R:3:forces:R:3:lowdin_charge:R:1
H -2.8553 2.6326 -8.0745 -0.1 -0.1 -0.1 0.1131
H 5.9673 -0.0665 -1.1032 0.0 0.0 0.0 0.1260
H -4.0896 -0.5725 -1.6670 0.2 0.1 -0.1 0.0937
S 0.3917 -2.1705 1.6480 -0.4 0.0 0.3 0.8545
H 0.0312 5.4057 -6.5782 0.0 0.1 0.0 0.1145
C -2.3979 2.9148 -3.5091 0.0 -0.2 0.2 -0.3889
C 4.1577 -0.1926 0.0225 -0.1 0.0 -0.1 -0.0992
O 6.0104 -0.0452 4.5274 0.0 0.0 0.3 0.0854
S -0.6203 -1.9969 -1.8214 -0.4 -0.1 -0.1 0.8552
C 3.5835 -0.1853 1.2903 0.1 0.0 -0.3 -0.0213
O -3.4766 2.4692 -3.1997 0.0 0.1 -0.2 0.1235
H -3.4037 1.9554 -5.7620 -0.1 0.0 0.0 0.1230
H -2.8472 -2.8192 -1.3622 -0.1 0.0 -0.1 0.0829
N 6.5657 0.0975 3.4587 0.2 0.0 0.4 -0.3612
C -1.9909 3.2955 -4.8697 -0.1 0.1 -0.5 -0.1709
C 3.2975 -0.3143 -1.2260 1.4 0.0 -0.5 -0.5973
H -0.7179 -4.2965 -1.2008 0.1 0.0 0.1 0.0915
O 7.7421 0.3298 3.3093 0.4 0.0 0.0 0.1015
S -2.8482 -0.6128 0.4003 0.2 0.3 -0.2 0.8907
H 1.9205 0.7767 -3.7254 0.0 0.2 0.1 0.1241
Ca 0.5110 0.0278 -0.1365 -3.5 1.0 1.4 0.8704
O 2.0621 -0.5921 -1.0316 2.2 -1.2 -1.2 -0.3689
C -0.7196 4.6514 -6.4007 0.1 0.0 0.0 -0.0534
C 4.3726 -0.1047 2.4175 0.2 0.1 0.3 0.0190
S -0.5695 1.1808 2.2940 0.0 0.0 0.4 0.8079
H -1.7215 -2.9576 0.7953 0.1 -0.1 0.0 0.0325
C -2.6527 2.7070 -5.9503 0.1 0.0 0.2 -0.0007
C -3.0300 -0.6573 -1.4147 -0.1 0.2 0.4 -0.5047
H -2.3897 1.7285 0.0935 -0.1 0.0 0.1 0.0409
N -1.4554 3.1137 -2.4677 -0.2 0.2 0.3 0.0892
H -2.8151 0.6226 2.9183 -0.1 0.1 0.1 0.0822
C -2.3436 3.0873 -7.2419 0.1 0.0 0.0 -0.0502
H 0.8299 -3.5095 -0.8157 -0.1 -0.2 -0.1 0.0820
C 1.8603 1.8484 -3.5081 0.8 -0.4 -0.2 -0.2093
C 2.5748 2.6564 -4.5870 -0.1 0.2 0.3 -0.2131
H -0.6060 -4.2907 1.1837 -0.1 0.1 -0.1 0.0912
H -1.8958 3.2563 -1.5618 0.1 -0.1 -0.3 0.1178
H -2.7074 -2.1019 -2.9779 -0.1 0.0 0.1 0.0833
C -0.6905 -3.3087 0.7103 0.1 -0.1 0.3 -0.5026
H 2.5032 -0.2410 1.3940 0.2 -0.1 0.2 0.0488
C 5.7505 -0.0080 2.2694 -0.8 -0.1 -1.0 -0.1380
C -2.9585 1.1567 0.8313 -0.2 -0.3 -0.3 -0.5011
H 3.3206 4.6541 -4.9279 0.0 0.1 0.0 0.0768
H -0.5492 4.7790 -4.2721 0.1 0.0 0.1 0.1160
S 0.4899 2.6680 -0.8134 0.2 0.5 0.6 0.6576
H 3.5300 2.1803 -4.7949 0.0 -0.1 -0.1 0.1180
C -2.3937 1.3534 2.2286 0.3 0.0 -0.1 -0.4871
C -0.1685 2.6589 -2.3641 0.0 0.0 -0.6 -0.7766
H 3.4146 4.1261 -3.2491 0.1 0.0 0.1 0.0815
C -0.3318 -0.1970 3.4666 -0.1 0.2 -0.2 -0.5108
N 0.4720 2.2464 -3.4409 -0.6 0.2 0.1 0.0486
H -1.1462 4.3635 -8.4770 0.0 0.0 -0.1 0.1146
H -2.6262 2.3574 2.5890 0.0 -0.1 0.0 0.0875
O 3.8009 -0.1451 -2.3208 0.1 0.0 0.1 0.0727
H -0.8873 0.0531 4.3721 0.1 -0.1 0.0 0.0917
C 6.3432 0.0116 1.0126 0.1 0.0 0.3 0.0330
H 0.7366 -0.1756 3.6980 -0.1 0.1 0.1 0.0748
C -0.2571 -3.4194 -0.7415 0.0 0.2 -0.1 -0.5018
C -1.0272 4.2834 -5.1045 -0.2 -0.1 0.1 -0.0413
H -4.0099 1.4539 0.8054 0.2 0.1 0.0 0.0936
H 2.3290 2.0205 -2.5374 -0.1 -0.1 -0.2 0.0778
C -2.4577 -1.9700 -1.9238 0.5 0.0 0.0 -0.4916
H 1.8658 4.6028 -3.9396 -0.1 0.1 0.1 0.0549
H 7.4171 0.0947 0.9367 0.0 0.0 0.0 0.1260
C 2.8059 4.0969 -4.1501 0.0 -0.1 -0.1 -0.0880
C 5.5416 -0.0820 -0.1103 -0.3 0.0 0.0 0.0187
H -2.4841 0.1935 -1.8338 -0.2 0.0 -0.1 0.0594
H 0.0053 2.3197 -4.3390 0.0 0.0 0.2 0.1319
H -0.6799 -2.2783 3.7977 -0.1 0.0 -0.1 0.0913
C -0.7402 -1.5712 2.9670 0.2 -0.3 -0.1 -0.4996
H 1.9793 2.6369 -5.5029 0.1 -0.1 -0.2 0.1059
H 3.9470 -0.1143 3.4111 0.0 0.0 0.0 0.1198
H -1.7553 -1.5686 2.5678 0.1 0.0 0.1 0.0284
C -1.3750 4.0539 -7.4684 0.0 0.1 0.1 -0.0477
```
Positions in Å, forces in eV/Å.

No. 2
C26H34ClIrO2 as an isolated structure at a distorted geometry, computed with ωB97M-V/def2-TZVPD.

Output
- Charge: +1
- Highest occupied orbital energy (alpha / beta): -9.167 / -11.336 eV
- M: 606.23 Da
- Spin multiplicity: 6
- ΔE to the lowest compared entry with this formula, charge and spin: 0.00 kJ/mol

```
64
Properties=species:S:1:pos:R:3:forces:R:3:mulliken_spin:R:1
H -1.1565 -0.5539 -1.1449 -0.3 -0.2 0.1 -0.0457
H 3.7463 -0.6250 -0.5857 -0.2 0.2 0.1 -0.0008
C 2.9187 -3.1072 0.6698 1.2 -1.1 0.0 -0.0024
H 0.6161 -3.0474 2.1450 -0.2 0.0 -0.2 -0.0040
C -3.4497 -2.5615 -0.5106 -0.7 0.3 -0.6 0.0008
C 0.9532 -3.1993 1.1134 -1.2 0.3 0.3 0.0062
H -4.3180 -1.9606 -0.8548 0.6 -0.1 0.0 0.0014
H 1.3053 -1.1171 -1.6425 0.0 0.1 0.1 0.0723
H 2.8655 -3.0692 -1.5061 0.0 -0.1 0.2 -0.0015
C 1.7116 -0.1454 -1.4138 0.6 0.4 -0.9 0.2791
C -2.3832 1.7720 -1.3194 0.0 -0.4 0.2 0.4121
H -0.1166 3.1299 1.2957 0.1 -0.1 0.4 0.0309
H 3.9869 2.0169 -0.2126 -0.1 0.0 -0.2 -0.0104
H 3.3350 -2.8616 2.7494 0.2 0.0 0.0 0.0009
H -3.9269 -1.6758 1.4442 0.2 -0.2 -0.1 -0.0020
H 0.7529 -0.7857 3.0364 0.0 0.2 -0.2 0.0454
H -1.2405 0.8604 2.2414 0.5 0.1 0.0 0.0464
H 4.5550 -3.8111 1.8594 -0.1 0.3 0.0 0.0001
H 4.5004 -2.0345 1.6660 0.0 0.0 0.2 -0.0002
C 1.9199 2.1396 -1.1291 0.7 1.2 -1.8 0.2223
C -2.6145 5.4717 -1.6194 0.3 -0.1 0.1 -0.1076
H -1.4781 1.6746 -0.7177 -0.3 0.2 -0.2 0.2102
O 1.8515 -2.0963 0.7214 -0.5 -1.3 0.1 0.0407
H 3.0779 0.5887 2.9419 -0.2 0.1 0.0 -0.0009
H 2.5508 3.0365 1.8849 -0.3 -0.3 0.2 -0.0118
H 0.0733 1.2521 -2.0506 0.3 0.0 0.1 0.0416
H -2.8774 -3.1283 1.4925 0.0 0.6 -0.1 0.0007
H -4.2443 6.6383 -2.4267 0.1 -0.2 0.0 0.0145
H 4.0603 -4.1940 -0.8161 -0.2 0.3 0.1 0.0002
H 4.3672 -2.4541 -0.7858 0.0 -0.2 -0.2 -0.0010
H -2.1549 -0.2299 0.9034 -0.1 -0.3 0.1 0.0017
C -1.3582 -1.5032 -0.6236 0.5 -0.3 -0.6 0.0676
C -4.6256 4.5154 -2.5678 0.1 0.1 0.0 -0.1016
H -1.1362 4.0896 -0.8829 -0.3 0.0 -0.1 0.0426
C 0.8683 0.2269 2.6678 -0.2 0.5 1.4 0.2472
H -3.7591 -3.6117 -0.6335 0.4 0.3 0.1 0.0009
C 1.9782 -4.2905 0.9755 0.2 0.6 -0.2 0.0013
C 0.4095 2.3119 1.7802 -0.7 0.7 1.0 0.0598
C -3.8633 5.6409 -2.2228 -0.1 -0.4 0.0 0.2241
C -1.8636 -1.2820 0.8043 -0.5 0.1 -0.3 0.0142
H -2.0242 6.3494 -1.3605 -0.1 -0.2 -0.1 -0.0037
C -2.1204 4.2076 -1.3435 -0.4 0.0 -0.1 0.1978
C 2.9960 0.1091 -0.8365 1.2 0.6 -1.4 0.1034
C -4.1522 3.2412 -2.3092 1.1 0.6 0.5 0.1874
C -0.1791 1.0937 2.2477 -0.6 0.9 0.9 0.3565
C -2.8723 3.0254 -1.6536 -0.4 0.8 -0.3 -0.0871
H 1.8220 -4.9476 0.1178 0.0 0.0 0.3 -0.0004
C 3.8950 -2.9339 1.8112 0.1 0.2 -0.2 0.0005
O -2.3012 -2.2933 -1.3765 -0.3 0.3 1.7 0.0024
C 1.0624 1.1127 -1.6240 0.2 0.7 -1.0 0.1376
C 3.1228 1.5232 -0.6360 1.3 0.3 -1.8 0.1013
H 2.1919 -4.8300 1.9019 0.1 0.0 -0.4 0.0015
C -3.1020 -2.1944 0.9448 0.4 -0.6 -0.4 0.0065
H -0.3927 -2.0290 -0.6144 -0.4 0.1 -0.2 -0.0134
H 1.7251 3.2131 -1.1323 0.0 -0.5 -0.1 -0.0001
C 1.8247 2.2399 2.0533 0.2 1.8 1.6 0.1951
H 0.1144 -3.3363 0.4206 0.1 0.3 0.4 0.0029
H -2.9030 0.8591 -1.5922 0.0 0.2 0.1 0.0172
C 2.1067 0.9498 2.6216 0.3 0.3 1.2 0.0321
Ir 1.5360 0.8181 0.5825 -2.8 -7.0 0.3 1.9563
C 3.5824 -3.2101 -0.6904 0.3 0.2 -0.1 0.0074
Cl -5.0798 1.8865 -2.7540 -0.4 -0.5 -0.2 0.0216
H -1.0920 -1.5137 1.5411 -0.1 0.1 0.0 -0.0170
H -5.5975 4.6395 -3.0455 0.3 -0.1 0.1 -0.0015
```
Positions in Å, forces in eV/Å.

> Look up the M of the first one.

668.99 Da